1.
DFT (the ωB97M-V functional and the def2-TZVPD basis) results for a structure of composition C3H7ClNS at a distorted geometry.

Calculated values
- Charge: +1
- ΔE to the lowest compared entry with this formula, charge and spin: 3.256 eV
- Orbital gap: 8.9 eV
- E_tot: -1031.2217 Eh
- Spin multiplicity: 1

Element x y z (Å)
C 2.038 -0.495 -0.479
C 1.064 0.458 -1.234
C 0.795 -0.181 0.125
N 0.047 -0.235 1.177
S -2.358 1.288 0.447
Cl -3.421 -0.462 0.130
H 2.041 -1.589 -0.800
H 3.053 -0.183 -0.150
H 1.247 1.472 -0.892
H 0.430 0.248 -2.131
H -0.884 0.553 1.028
H -4.590 -0.277 0.818
H 0.538 -0.597 1.962

=====

2.
DFT (the ωB97M-V functional and the def2-TZVPD basis) results for a structure of composition C28H28MoN5O3STe at a distorted geometry.

Calculated values
- Charge: +1
- Orbital gap (alpha / beta): 6.4 / 6.4 eV
- E_tot: -2317.5715 Eh
- Spin multiplicity: 1

Element x y z (Å)
Mo 0.113 -0.474 0.143
C -2.451 0.193 3.136
C -1.070 0.482 3.658
C -0.873 1.374 4.701
C 0.399 1.600 5.207
C 1.485 0.917 4.688
C 1.331 0.023 3.633
C 2.521 -0.719 3.089
C 0.052 -0.145 3.115
N -0.171 -1.056 2.007
C -0.490 -2.376 2.411
O -0.498 -2.771 3.542
C -0.802 -3.225 1.222
C -1.201 -4.544 1.246
C -1.453 -5.172 0.028
C -1.293 -4.459 -1.155
C -0.885 -3.142 -1.069
N -0.647 -2.553 0.092
C -0.659 -2.211 -2.218
O -0.860 -2.500 -3.367
N -0.189 -0.975 -1.756
C 0.119 -0.020 -2.798
C 1.313 -0.146 -3.504
C 2.249 -1.305 -3.299
C 1.579 0.798 -4.494
C 0.668 1.799 -4.786
C -0.559 1.835 -4.135
C -0.863 0.915 -3.143
C -2.235 0.868 -2.531
H -3.169 0.914 3.525
H -2.780 -0.800 3.454
H -2.489 0.220 2.046
H -1.726 1.886 5.129
H 0.539 2.285 6.033
H 2.470 1.064 5.114
H 3.301 -0.776 3.847
H 2.934 -0.209 2.217
H 2.266 -1.737 2.792
H -1.303 -5.051 2.195
H -1.775 -6.204 0.003
H -1.464 -4.892 -2.131
H 2.218 -1.693 -2.282
H 3.276 -1.023 -3.531
H 1.968 -2.117 -3.973
H 2.497 0.719 -5.064
H 0.896 2.531 -5.549
H -1.302 2.573 -4.414
H -2.796 1.769 -2.770
H -2.203 0.775 -1.444
H -2.784 0.009 -2.924
Te 0.450 2.140 0.325
C -1.398 3.087 0.121
C -2.520 3.030 0.898
C -3.572 3.851 0.404
C -3.218 4.531 -0.721
S -1.614 4.175 -1.188
H -2.592 2.440 1.798
H -4.541 3.936 0.874
H -3.813 5.216 -1.304
N 3.231 1.421 -1.511
C 3.295 0.351 -0.712
N 4.510 -0.143 -0.413
O 2.280 -0.196 -0.223
H 4.048 1.811 -1.947
H 2.325 1.724 -1.835
H 5.360 0.289 -0.725
H 4.567 -0.920 0.221

=====

3.
DFT (the ωB97M-V functional and the def2-TZVPD basis) results for a structure of composition C27H14Cl2N5O2Pd at a distorted geometry.

Calculated values
- Charge: +1
- ΔE to the lowest compared entry with this formula, charge and spin: 0.319 eV
- Orbital gap: 5.2 eV
- E_tot: -2509.5103 Eh
- Spin multiplicity: 1

Element x y z (Å)
Pd 0.146 0.201 0.775
Cl 3.636 2.297 6.627
C 2.491 1.657 5.544
C 2.750 1.659 4.229
C 1.769 1.143 3.310
N 1.905 0.980 2.057
C 3.096 1.115 1.330
O 3.987 1.891 1.542
C 3.144 0.070 0.250
C 4.237 0.000 -0.590
C 4.343 -1.087 -1.446
C 3.365 -2.065 -1.409
C 2.274 -1.897 -0.569
N 2.161 -0.854 0.244
C 0.456 0.642 3.848
C 0.251 0.662 5.269
C 1.225 1.116 6.079
Cl 0.997 1.059 7.761
N -0.383 0.242 2.959
C -1.643 -0.305 3.242
O -1.954 -0.908 4.230
C -2.588 -0.013 2.121
C -3.943 -0.198 2.313
C -4.810 0.169 1.295
C -4.289 0.718 0.137
C -2.915 0.876 0.022
N -2.083 0.510 0.990
H 3.683 2.051 3.856
H 4.978 0.785 -0.552
H 5.193 -1.182 -2.108
H 3.434 -2.948 -2.029
H 1.479 -2.630 -0.531
H -0.670 0.287 5.684
H -4.284 -0.613 3.251
H -5.879 0.049 1.414
H -4.930 1.016 -0.680
H -2.467 1.312 -0.859
N -2.568 -1.288 -8.670
C -2.175 -1.073 -7.612
C -1.702 -0.804 -6.280
C -1.779 0.487 -5.765
C -1.353 0.742 -4.475
C -0.856 -0.291 -3.680
C -0.767 -1.581 -4.211
C -1.188 -1.839 -5.501
C -0.489 -0.066 -2.308
C -0.187 0.098 -1.153
H -2.176 1.280 -6.384
H -1.416 1.742 -4.067
H -0.377 -2.376 -3.590
H -1.127 -2.837 -5.914

=====

4.
DFT (the ωB97M-V functional and the def2-TZVPD basis) results for a cluster of 2 separate species, C34H63BrN3O11S in total at a distorted geometry.

Calculated values
- Charge: -1
- Orbital gap: 2.1 eV
- E_tot: -5297.2063 Eh
- Spin multiplicity: 1

Element x y z (Å)
C -2.855 2.535 -4.396
C -1.439 3.142 -4.439
C -1.236 4.332 -3.501
C -1.420 4.035 -2.023
O -0.832 2.787 -1.723
C -0.966 2.418 -0.362
C 0.323 2.819 0.382
C 1.469 2.084 -0.324
N 2.810 2.421 0.157
C 0.209 2.515 1.875
C 1.329 3.152 2.728
C 1.521 4.670 2.542
C 2.973 5.092 2.305
C 3.963 4.482 3.322
C 5.091 3.793 2.569
O 6.036 3.204 3.430
C 6.072 1.793 3.330
C 6.590 1.279 1.978
C -1.117 2.995 2.492
O -1.423 4.312 1.969
N -2.806 4.530 2.018
O -3.170 5.104 1.070
O 0.396 1.104 2.035
S -0.693 0.139 1.336
O 0.007 -1.049 0.990
O -1.761 -0.046 2.277
C -1.388 0.919 -0.193
C -2.917 0.902 0.021
C -3.685 1.225 -1.251
C -5.204 1.134 -1.047
C -5.597 -0.258 -0.619
O -5.397 -1.252 -1.294
O -6.187 -0.310 0.627
C -7.576 -0.707 0.526
C -7.752 -2.206 0.762
C -0.982 0.061 -1.393
C -1.732 -1.241 -1.552
O -2.209 -1.944 -0.703
Br -1.879 -1.805 -3.455
H -2.821 1.546 -3.952
H -3.226 2.429 -5.411
H -3.556 3.187 -3.879
H -1.300 3.526 -5.449
H -0.679 2.383 -4.290
H -1.901 5.131 -3.825
H -0.217 4.685 -3.661
H -2.471 4.084 -1.728
H -0.892 4.821 -1.474
H -1.767 3.022 0.057
H 0.451 3.876 0.174
H 1.358 1.003 -0.247
H 1.448 2.295 -1.387
H 3.441 2.630 -0.597
H 3.181 1.701 0.756
H 2.252 2.613 2.563
H 1.049 2.966 3.762
H 1.245 5.144 3.486
H 0.870 5.109 1.796
H 3.258 4.770 1.306
H 3.061 6.172 2.378
H 3.504 3.775 4.010
H 4.395 5.269 3.936
H 4.633 3.065 1.899
H 5.571 4.532 1.924
H 5.066 1.405 3.508
H 6.729 1.428 4.110
H 5.751 0.898 1.398
H 7.054 2.058 1.382
H 7.259 0.434 2.094
H -1.014 3.079 3.569
H -1.958 2.348 2.264
H -3.206 1.645 0.762
H -3.261 -0.052 0.407
H -3.440 0.582 -2.093
H -3.484 2.247 -1.566
H -5.523 1.869 -0.315
H -5.663 1.326 -2.013
H -7.943 -0.426 -0.459
H -8.109 -0.136 1.279
H -6.785 -2.685 0.655
H -8.419 -2.628 0.017
H -8.116 -2.426 1.760
H 0.072 -0.206 -1.336
H -1.082 0.607 -2.324
C 3.611 -6.591 0.560
C 2.942 -6.100 -0.740
C 2.131 -7.254 -1.348
C 0.845 -7.606 -0.597
C 0.242 -6.401 0.142
C 0.668 -5.034 -0.412
N 2.113 -4.948 -0.373
O 2.597 -3.715 -0.849
C 0.099 -3.978 0.530
C 0.042 -4.799 -1.797
C 4.050 -5.772 -1.734
H 4.219 -5.793 0.989
H 4.265 -7.459 0.382
H 2.867 -6.882 1.304
H 1.869 -6.995 -2.378
H 2.762 -8.147 -1.428
H 0.119 -8.004 -1.312
H 1.031 -8.414 0.117
H -0.850 -6.486 0.138
H 0.534 -6.447 1.196
H 0.557 -4.054 1.519
H -0.984 -4.106 0.647
H 0.277 -2.988 0.149
H -1.053 -4.850 -1.738
H 0.360 -5.528 -2.546
H 0.304 -3.807 -2.167
H 4.652 -6.669 -1.923
H 4.713 -4.999 -1.352
H 3.640 -5.432 -2.686

=====

5.
DFT (the ωB97M-V functional and the def2-TZVPD basis) results for a structure of composition C5H14N2 at a distorted geometry.

Calculated values
- Charge: 0
- ΔE to the lowest compared entry with this formula, charge and spin: 3.937 eV
- Orbital gap: 9.7 eV
- E_tot: -308.2784 Eh
- Spin multiplicity: 1

Element x y z (Å)
N 2.718 0.868 0.635
C 1.776 -0.108 0.121
C 1.812 -0.251 -1.388
C 0.380 0.320 0.615
N -0.533 -0.764 0.286
C -2.164 -0.091 0.667
C -2.918 -0.425 -0.584
H 2.525 1.233 1.546
H 3.705 0.832 0.449
H 2.000 -1.074 0.588
H 0.865 -0.602 -1.760
H 1.867 0.740 -1.832
H 2.675 -0.838 -1.715
H 0.165 1.243 0.057
H 0.457 0.609 1.662
H -1.910 0.950 0.830
H -1.122 -0.874 1.095
H -2.771 -0.421 1.524
H -2.719 0.312 -1.375
H -3.981 -0.241 -0.437
H -2.826 -1.418 -0.985

=====

6.
DFT (the ωB97M-V functional and the def2-TZVPD basis) results for a structure of composition C35H32BCoN3O2P2S5Se2.

Calculated values
- Charge: -1
- ΔE to the lowest compared entry with this formula, charge and spin: 0.408 eV
- Orbital gap (alpha / beta): 6.5 / 6.0 eV
- <S²>: 6.0324
- E_tot: -10552.0195 Eh
- Spin multiplicity: 5

Element x y z (Å)
Co -2.420 -0.527 0.877
S -6.768 -6.299 0.868
C -5.758 -5.009 0.862
S -5.232 -4.209 -0.578
C -4.228 -2.974 0.152
C -4.165 -3.019 1.557
S -3.295 -1.997 2.569
S -5.102 -4.299 2.296
S -3.448 -1.889 -0.865
Se 4.624 -1.442 1.486
P 3.301 -2.031 -0.045
C 3.302 -3.847 -0.222
C 3.835 -4.474 -1.341
C 3.961 -5.858 -1.375
C 3.558 -6.619 -0.291
C 3.029 -5.995 0.833
C 2.909 -4.618 0.873
C 3.749 -1.459 -1.712
C 2.855 -1.665 -2.761
C 3.220 -1.330 -4.055
C 4.470 -0.774 -4.300
C 5.355 -0.556 -3.253
C 4.999 -0.907 -1.957
C 1.586 -1.554 0.197
C 0.865 -0.363 0.354
N -0.393 -0.752 0.649
N -0.440 -2.074 0.681
N 0.733 -2.581 0.422
P 1.151 1.425 0.236
Se -0.233 2.436 1.454
C 2.877 1.740 0.759
C 3.991 1.724 -0.073
C 5.252 2.011 0.425
C 5.424 2.291 1.770
C 4.324 2.284 2.614
C 3.060 2.023 2.112
C 0.933 1.871 -1.536
C 1.836 1.584 -2.557
C 1.580 1.980 -3.863
C 0.405 2.646 -4.175
C -0.519 2.902 -3.174
C -0.256 2.524 -1.867
H 4.160 -3.898 -2.197
H 4.375 -6.337 -2.253
H 3.660 -7.697 -0.317
H 2.709 -6.585 1.682
H 2.503 -4.133 1.749
H 1.877 -2.087 -2.559
H 2.524 -1.491 -4.869
H 4.752 -0.506 -5.311
H 6.326 -0.117 -3.446
H 5.675 -0.757 -1.123
H 3.906 1.476 -1.117
H 6.104 1.990 -0.244
H 6.412 2.509 2.158
H 4.444 2.489 3.670
H 2.201 2.043 2.770
H 2.736 1.022 -2.367
H 2.304 1.753 -4.635
H 0.209 2.955 -5.194
H -1.450 3.404 -3.404
H -0.971 2.740 -1.084
C -3.869 4.281 1.898
C -4.440 2.967 2.428
C -4.763 3.120 3.907
O -3.405 1.983 2.298
B -3.681 1.113 1.245
O -4.947 1.394 0.744
C -5.602 2.382 1.552
C -6.672 1.657 2.364
C -6.264 3.392 0.625
H -2.975 4.522 2.473
H -4.582 5.103 1.991
H -3.570 4.179 0.855
H -3.866 3.465 4.422
H -5.064 2.174 4.351
H -5.555 3.857 4.062
H -6.227 0.858 2.957
H -7.390 1.207 1.678
H -7.203 2.343 3.027
H -5.551 3.779 -0.100
H -6.687 4.227 1.189
H -7.071 2.901 0.079

=====

7.
DFT (the ωB97M-V functional and the def2-TZVPD basis) results for the molecule C10H14N2O2 at a distorted geometry.

Calculated values
- Charge: 0
- ΔE to the lowest compared entry with this formula, charge and spin: 1.014 eV
- Orbital gap (alpha / beta): 3.6 / 8.6 eV
- <S²>: 2.0127
- E_tot: -649.2171 Eh
- Spin multiplicity: 3

Element x y z (Å)
C -1.182 2.121 -0.245
C 0.311 -0.799 -1.155
C 1.176 -0.256 -0.300
C -2.964 -0.232 0.989
C -2.789 -1.373 -0.008
C -1.592 0.299 1.385
C -2.183 -0.816 -1.296
C -0.778 0.790 0.176
C 4.727 0.263 -0.059
C 3.281 0.589 0.273
N -1.487 3.166 -0.593
N -0.926 -0.139 -1.109
O 0.600 0.761 0.466
O 2.473 -0.529 -0.101
H 0.487 -1.580 -1.863
H -3.557 0.568 0.535
H -3.490 -0.581 1.879
H -2.125 -2.130 0.416
H -3.747 -1.843 -0.235
H -1.674 1.121 2.099
H -1.015 -0.501 1.857
H -2.012 -1.614 -2.022
H -2.882 -0.094 -1.736
H 5.057 -0.602 0.509
H 4.821 0.038 -1.119
H 5.356 1.114 0.183
H 2.951 1.478 -0.275
H 3.160 0.780 1.346

=====

8.
DFT (the ωB97M-V functional and the def2-TZVPD basis) results for a structure of composition C26H22Cl4CrN6O2S3Te at a distorted geometry.

Calculated values
- Charge: -2
- ΔE to the lowest compared entry with this formula, charge and spin: 0.000 eV
- Orbital gap (alpha / beta): 5.0 / 5.9 eV
- <S²>: 6.0185
- E_tot: -5830.9979 Eh
- Spin multiplicity: 5

Element x y z (Å)
Cr 12.362 15.484 10.351
S 10.134 16.459 10.303
C 9.662 14.812 10.097
S 10.860 13.549 10.449
C 8.370 14.409 9.673
C 8.102 13.041 9.357
N 7.777 11.970 9.029
C 7.277 15.308 9.543
N 6.347 15.998 9.416
Cl 18.161 19.059 10.894
C 17.032 17.778 10.754
C 17.453 16.464 10.954
Cl 19.089 16.133 11.377
C 16.534 15.408 10.861
Cl 17.077 13.776 11.113
C 15.181 15.644 10.555
O 14.285 14.701 10.381
C 14.723 17.043 10.419
O 13.460 17.279 10.288
C 15.697 18.059 10.522
Cl 15.119 19.665 10.285
C 14.768 13.351 13.913
N 13.388 12.987 13.801
C 12.426 13.902 13.530
S 12.731 15.540 13.070
N 11.143 13.458 13.518
C 10.703 12.082 13.559
H 15.331 12.533 14.416
H 14.850 14.296 14.471
H 15.222 13.519 12.929
H 13.112 12.076 14.159
H 10.496 14.111 13.073
H 11.152 11.582 14.438
H 10.954 11.539 12.636
H 9.600 12.082 13.674
N 13.106 17.275 7.455
C 13.097 15.940 7.201
C 13.805 15.491 6.053
C 13.785 14.168 5.697
C 12.975 13.316 6.462
C 12.267 13.817 7.547
N 12.435 15.073 8.030
H 13.576 17.852 6.778
H 13.030 17.593 8.427
H 14.387 16.258 5.524
H 14.381 13.767 4.875
H 12.893 12.260 6.232
H 11.545 13.175 8.055
C 15.841 11.642 8.710
Te 14.138 12.107 10.096
C 13.837 9.932 9.923
C 15.195 9.354 9.609
C 15.522 8.028 9.936
C 16.822 7.574 9.731
C 17.809 8.407 9.204
C 17.526 9.733 8.846
C 16.215 10.208 9.024
H 16.674 12.352 8.898
H 15.477 11.810 7.675
H 13.074 9.704 9.143
H 13.434 9.569 10.889
H 14.762 7.329 10.334
H 17.088 6.545 9.967
H 18.803 7.997 9.025
H 18.303 10.388 8.452